(1)
A single C16H12ClF3N2O4 molecule. Source: OMol25; level of theory: ωB97M-V with the def2-TZVPD basis set.

XYZ file:
```
38
C16H12ClF3N2O4 | OMol25 | ωB97M-V with the def2-TZVPD basis set
C 3.372 3.280 0.208
H 2.944 4.275 0.316
H 3.955 3.233 -0.716
H 4.019 3.068 1.064
O 2.268 2.402 0.166
C 2.488 1.065 0.075
C 3.745 0.486 -0.049
C 3.874 -0.887 -0.153
C 2.757 -1.701 -0.133
C 1.481 -1.150 0.018
C 1.353 0.238 0.127
C -0.022 0.784 0.348
O -0.778 0.332 1.176
N -0.346 1.825 -0.487
C -1.555 2.527 -0.522
O -1.583 3.716 -0.721
N -2.696 1.798 -0.335
C -2.887 0.419 -0.367
C -2.242 -0.439 -1.261
C -2.446 -1.805 -1.258
C -3.344 -2.333 -0.350
C -4.056 -1.531 0.525
C -3.813 -0.174 0.496
F -4.501 0.631 1.325
H -4.767 -1.949 1.218
F -3.544 -3.660 -0.325
H -1.905 -2.433 -1.945
F -1.397 0.071 -2.174
H -3.502 2.351 -0.071
H 0.424 2.324 -0.914
O 0.362 -1.930 -0.043
C 0.052 -2.656 1.140
H -0.325 -1.973 1.907
H 0.920 -3.200 1.520
H -0.727 -3.362 0.860
Cl 2.940 -3.406 -0.328
H 4.852 -1.330 -0.263
H 4.634 1.095 -0.076
```

Properties
Highest occupied orbital energy = -8.75 eV
Structure (SMILES) = COc1ccc(Cl)c(OC)c1C(=O)NC(=O)Nc1c(F)cc(F)cc1F
HOMO-LUMO gap = 9.2 eV
LUMO = 0.40 eV

Atomic partial charges in e from the Mulliken method, atoms 1 to 5: atom 1 (C): -0.989, atom 2 (H): 0.262, atom 3 (H): 0.383, atom 4 (H): 0.378, atom 5 (O): -0.429



(2)
A single C16H12ClN3OS molecule. Source: OMol25; level of theory: ωB97M-V with the def2-TZVPD basis set.

XYZ file:
```
34
C16H12ClN3OS | OMol25 | ωB97M-V with the def2-TZVPD basis set
O -4.369 -1.286 -0.100
C -3.172 -1.133 -0.053
N -2.474 0.018 0.014
C -2.965 1.327 0.050
C -4.317 1.635 -0.060
C -4.723 2.957 -0.021
C -3.799 3.977 0.124
C -2.453 3.670 0.235
C -2.036 2.354 0.199
H -0.986 2.113 0.293
H -1.725 4.459 0.352
H -4.125 5.006 0.152
H -5.774 3.189 -0.107
H -5.037 0.841 -0.171
H -1.459 -0.088 0.056
N -2.353 -2.286 -0.062
C -1.001 -2.377 -0.036
N -0.176 -1.387 -0.039
C 1.132 -1.792 0.003
C 1.295 -3.146 0.036
S -0.226 -3.960 0.013
H 2.200 -3.715 0.048
C 2.183 -0.784 -0.006
C 3.480 -1.074 0.415
C 4.460 -0.102 0.398
C 4.149 1.177 -0.040
C 2.865 1.487 -0.462
C 1.891 0.508 -0.443
H 0.893 0.734 -0.783
H 2.635 2.484 -0.804
Cl 5.374 2.394 -0.060
H 5.462 -0.329 0.727
H 3.723 -2.063 0.771
H -2.879 -3.149 -0.087
```

Properties
Highest occupied orbital energy = -8.33 eV
Structure (SMILES) = O=C(Nc1ccccc1)Nc1nc(-c2ccc(Cl)cc2)cs1
HOMO-LUMO gap = 8.6 eV
LUMO = 0.25 eV
Relative energy (zero: lowest compared OMol25 entry of this formula, charge and spin) = 0.0 kcal per mole

Atomic partial charges in e from the Mulliken method, atoms 1 to 5: atom 1 (O): -0.672, atom 2 (C): 0.429, atom 3 (N): 0.065, atom 4 (C): 0.581, atom 5 (C): -0.372



(3)
A molecular structure, C16H12CoF5N3O. Source: OMol25; level of theory: ωB97M-V with the def2-TZVPD basis set.

XYZ file:
```
38
C16H12CoF5N3O | OMol25 | ωB97M-V with the def2-TZVPD basis set
Co 0.621 -0.135 0.999
C -1.350 -2.986 -1.366
C -0.571 -2.209 -0.361
N -0.395 -0.944 -0.382
N -0.903 -0.103 -1.337
C -0.505 1.121 -1.005
O 0.211 1.406 0.020
C -0.914 2.248 -1.880
C -1.693 2.020 -3.011
C -2.067 3.083 -3.817
C -1.664 4.373 -3.494
C -0.888 4.601 -2.367
C -0.511 3.539 -1.557
C 0.109 -2.842 0.807
C 0.074 -4.197 1.051
C 0.747 -4.699 2.161
C 1.430 -3.830 2.982
C 1.421 -2.473 2.676
N 0.776 -1.989 1.619
H -1.739 -2.304 -2.115
H -2.182 -3.512 -0.893
H -0.721 -3.733 -1.854
H -1.997 1.010 -3.246
H -2.673 2.907 -4.696
H -1.957 5.203 -4.125
H -0.575 5.606 -2.117
H 0.093 3.694 -0.674
H -0.471 -4.848 0.381
H 0.732 -5.760 2.372
H 1.967 -4.177 3.852
H 1.939 -1.749 3.286
F 1.195 0.423 3.667
C 1.702 0.708 2.395
F 3.000 0.191 2.413
C 1.894 2.228 2.401
F 2.518 2.633 1.284
F 0.710 2.855 2.481
F 2.638 2.637 3.448
```

Properties
Highest occupied orbital energy (spin up / spin down) = -8.58 / -8.56 eV
2S+1 = 2
HOMO-LUMO gap (spin up / spin down) = 7.6 / 7.6 eV
LUMO (spin up / spin down) = -0.95 / -0.95 eV

Atomic partial charges in e from the Mulliken method, atoms 1 to 5: atom 1 (Co): -0.299, atom 2 (C): -1.467, atom 3 (C): 1.289, atom 4 (N): 0.672, atom 5 (N): -0.914



(4)
A single C16H12N4O molecule. Source: OMol25; level of theory: ωB97M-V with the def2-TZVPD basis set.

XYZ file:
```
33
C16H12N4O | OMol25 | ωB97M-V with the def2-TZVPD basis set
N 0.161 0.304 0.859
N 0.315 0.280 -2.876
O -0.385 2.675 -1.725
C -0.117 1.319 1.633
C 0.281 -0.099 -1.570
C -0.456 2.432 0.710
C -0.243 1.988 -0.522
C -0.217 1.044 5.798
C 0.338 -2.263 -5.459
C 0.388 0.026 5.129
C -0.836 2.182 5.181
C 0.447 -3.385 -4.630
C 0.268 -1.030 -4.873
C 0.445 0.177 3.740
C -0.774 2.255 3.760
C 0.343 -3.289 -3.272
C 0.324 -0.892 -3.471
C -0.156 1.221 3.033
C 0.310 -2.004 -2.692
N 0.165 0.709 -0.428
N 0.346 -1.426 -1.412
H -0.424 2.029 -2.477
H -0.799 3.399 1.049
H -0.348 0.904 6.865
H 0.395 -2.447 -6.527
H 0.702 -0.900 5.580
H -1.413 2.961 5.717
H 0.338 -4.326 -5.096
H 0.246 -0.137 -5.461
H 0.996 -0.734 3.355
H -1.249 3.125 3.277
H 0.372 -4.233 -2.720
H 0.237 -1.867 -0.473
```

Properties
Highest occupied orbital energy = -8.17 eV
Structure (SMILES) = Oc1cc(-c2ccccc2)nn1-c1nc2ccccc2[nH]1
HOMO-LUMO gap = 8.5 eV
LUMO = 0.35 eV
Relative energy (zero: lowest compared OMol25 entry of this formula, charge and spin) = 23.4 kcal per mole

Atomic partial charges in e from the Mulliken method, atoms 1 to 5: atom 1 (N): -1.263, atom 2 (N): -0.801, atom 3 (O): -0.583, atom 4 (C): 0.414, atom 5 (C): 0.622



(5)
A molecular structure, C16H13Br2MgN7O2S. Source: OMol25; level of theory: ωB97M-V with the def2-TZVPD basis set.

XYZ file:
```
42
C16H13Br2MgN7O2S | OMol25 | ωB97M-V with the def2-TZVPD basis set
Mg 0.480 -0.865 0.096
O 0.898 -0.537 2.025
N 2.131 -0.560 2.499
C 2.276 -0.415 3.835
C 3.509 -0.412 4.423
C 4.635 -0.566 3.610
C 4.472 -0.717 2.258
C 3.196 -0.720 1.663
S 2.950 -0.911 -0.022
H 1.343 -0.307 4.365
H 3.586 -0.294 5.493
H 5.627 -0.568 4.043
H 5.317 -0.843 1.598
C 0.522 2.560 0.157
C -0.871 2.015 0.045
C -2.002 2.853 -0.019
C -3.251 2.308 -0.102
C -3.419 0.907 -0.116
C -4.653 0.225 -0.192
Br -6.281 1.197 -0.296
C -4.690 -1.140 -0.195
C -3.512 -1.896 -0.118
Br -3.630 -3.780 -0.119
C -2.249 -1.319 -0.035
O -1.142 -1.970 0.047
C -2.240 0.132 -0.046
N -1.007 0.706 0.020
H 0.535 3.645 0.070
H 1.166 2.136 -0.615
H 0.950 2.278 1.122
H -1.868 3.927 -0.001
H -4.125 2.944 -0.155
H -5.639 -1.655 -0.254
N 1.607 -1.793 -5.178
N 0.982 -1.177 -4.111
N -0.069 -0.409 -4.267
C -0.371 -0.137 -3.004
N 0.481 -0.722 -2.153
N 1.347 -1.390 -2.887
H 1.692 -1.109 -5.921
H 2.518 -2.098 -4.856
H -1.201 0.479 -2.705
```

Properties
Highest occupied orbital energy = -7.33 eV
HOMO-LUMO gap = 7.4 eV
LUMO = 0.09 eV
Relative energy (zero: lowest compared OMol25 entry of this formula, charge and spin) = 0.0 kcal per mole

Atomic partial charges in e from the Mulliken method, atoms 1 to 5: atom 1 (Mg): 1.047, atom 2 (O): -0.604, atom 3 (N): 0.400, atom 4 (C): -0.187, atom 5 (C): -0.714



(6)
A molecular structure, C16H13Cl4N4O2SYb. Source: OMol25; level of theory: ωB97M-V with the def2-TZVPD basis set.

XYZ file:
```
41
C16H13Cl4N4O2SYb | OMol25 | ωB97M-V with the def2-TZVPD basis set
Yb 0.455 0.257 0.159
Cl 3.102 6.317 -1.318
C 2.483 4.956 -0.455
C 2.241 5.032 0.909
Cl 2.551 6.492 1.777
C 1.744 3.917 1.593
Cl 1.427 3.937 3.289
C 1.490 2.745 0.911
O 1.011 1.627 1.515
C 1.729 2.672 -0.464
O 1.456 1.486 -1.078
C 2.226 3.765 -1.141
Cl 2.511 3.589 -2.835
C 5.470 -2.631 -0.038
C 4.013 -2.522 0.270
C 3.109 -3.429 0.787
C 1.881 -2.754 0.860
N 2.025 -1.514 0.402
N 3.324 -1.393 0.059
C 0.582 -3.295 1.370
H 5.818 -3.631 0.213
H 6.054 -1.915 0.541
H 5.667 -2.460 -1.097
H 3.312 -4.447 1.081
H 3.646 -0.517 -0.320
H 0.725 -4.324 1.696
H -0.209 -3.275 0.622
H 0.217 -2.736 2.232
C -6.403 1.107 -1.655
C -5.627 -0.043 -1.085
C -6.191 -1.257 -0.735
C -5.339 -2.213 -0.220
N -4.030 -2.019 -0.064
C -3.586 -0.824 -0.457
S -1.869 -0.482 -0.210
N -4.317 0.177 -0.939
H -7.465 0.888 -1.763
H -5.990 1.371 -2.629
H -6.281 1.979 -1.011
H -7.249 -1.448 -0.853
H -5.715 -3.185 0.080
```

Properties
Highest occupied orbital energy (spin up / spin down) = -8.00 / -8.00 eV
2S+1 = 2
HOMO-LUMO gap (spin up / spin down) = 8.0 / 8.0 eV
LUMO (spin up / spin down) = 0.03 / -0.01 eV
Relative energy (zero: lowest compared OMol25 entry of this formula, charge and spin) = 35.3 kcal per mole

Atomic partial charges in e from the Mulliken method, atoms 1 to 5: atom 1 (Yb): 1.227, atom 2 (Cl): -0.191, atom 3 (C): 0.244, atom 4 (C): 0.224, atom 5 (Cl): -0.190



no.,energy (eV)
1,-48631.9324
2,-46663.8171
3,-74519.6210
4,-24793.6544
5,-187695.5592
6,-119315.6026